[1]
A structure of composition C21H38NO2P2Tl. Source: the Open Molecules 2025 dataset; level of theory: ωB97M-V/def2-TZVPD.

Summary:
calculated total energy: -1883.2425 hartree
LUMO: 0.38 eV
gap between HOMO and LUMO: 6.750 eV
total charge: 0

CARTESIAN COORDINATES (ANGSTROEM)
C (-0.444, 3.966, -2.144)
C (-0.529, 2.621, -1.676)
N (0.411, 2.185, -0.764)
C (1.266, 3.012, -0.180)
C (1.271, 4.374, -0.507)
C (0.414, 4.860, -1.509)
C (-1.563, 1.776, -2.099)
P (-1.905, 0.203, -1.319)
Tl (0.055, -0.484, 0.235)
P (2.481, 0.667, 0.764)
C (2.214, 2.495, 0.873)
C (0.144, -2.702, 0.321)
C (-0.928, -3.431, 0.813)
C (-0.841, -4.839, 0.848)
C (0.305, -5.490, 0.379)
C (1.364, -4.736, -0.137)
C (1.282, -3.329, -0.164)
O (-0.747, 1.036, -4.739)
O (0.977, -1.460, -4.010)
H (-1.150, 4.282, -2.925)
H (1.976, 5.028, 0.007)
H (0.428, 5.938, -1.805)
C (-3.437, 0.733, -0.465)
C (-2.488, -1.072, -2.503)
H (3.194, 2.980, 0.736)
H (1.835, 2.741, 1.874)
H (-0.828, 1.162, -3.767)
H (-2.253, 2.162, -2.866)
C (3.128, 0.236, 2.420)
C (3.963, 0.593, -0.318)
H (-1.835, -2.938, 1.178)
H (-1.668, -5.426, 1.244)
H (0.365, -6.581, 0.399)
H (2.250, -5.243, -0.517)
H (2.112, -2.748, -0.570)
H (0.750, -0.881, -1.668)
H (0.321, -2.190, -3.936)
H (0.308, -0.735, -4.009)
H (0.186, 1.351, -4.911)
H (1.441, -0.900, -1.279)
H (-4.241, 0.839, -1.211)
H (-3.688, -0.032, 0.269)
H (-3.265, 1.697, 0.032)
H (-3.343, -0.692, -3.076)
H (-1.701, -1.394, -3.196)
H (-2.802, -1.937, -1.896)
H (4.806, 1.103, 0.179)
H (4.206, -0.466, -0.492)
H (3.730, 1.083, -1.278)
H (4.024, 0.835, 2.637)
H (2.365, 0.406, 3.187)
H (3.390, -0.832, 2.409)
C (-0.692, -1.225, 3.510)
C (-1.540, -0.176, 2.787)
C (-2.299, 0.705, 3.777)
C (-0.666, 0.707, 1.928)
H (0.092, -0.745, 4.122)
H (-0.204, -1.918, 2.818)
H (-1.334, -1.816, 4.179)
H (-2.274, -0.700, 2.135)
H (-1.588, 1.260, 4.413)
H (-2.925, 1.427, 3.255)
H (-2.932, 0.085, 4.421)
H (-1.194, 1.504, 1.381)
H (0.253, 1.065, 2.407)

Here are the Mulliken charges for atoms 1 to 8, given in e: atom 1 (C): -1.194, atom 2 (C): 0.945, atom 3 (N): 0.207, atom 4 (C): 0.538, atom 5 (C): -0.875, atom 6 (C): -0.447, atom 7 (C): -1.653, atom 8 (P): 1.239

=====

[2]
An isolated molecule of C3H5N3. Source: the Open Molecules 2025 dataset; level of theory: ωB97M-V/def2-TZVPD.

Summary:
calculated total energy: -281.5461 hartree
SMILES: Cn1ccnn1
LUMO: 0.86 eV
relative energy (zero: lowest compared OMol25 entry of this formula, charge and spin): 1.197 eV
gap between HOMO and LUMO: 10.626 eV
total charge: 0

CARTESIAN COORDINATES (ANGSTROEM)
C (-1.677, -0.095, 0.051)
N (-0.238, -0.198, -0.075)
C (0.705, 0.751, 0.115)
C (1.888, 0.077, -0.044)
N (1.610, -1.224, -0.317)
N (0.324, -1.384, -0.331)
H (-2.129, -0.844, -0.601)
H (-1.985, -0.277, 1.084)
H (-1.998, 0.903, -0.258)
H (0.464, 1.781, 0.335)
H (2.904, 0.441, 0.015)

Here are the natural (NBO) charges for atoms 1 to 8, given in e: atom 1 (C): -0.408, atom 2 (N): -0.167, atom 3 (C): -0.095, atom 4 (C): -0.126, atom 5 (N): -0.241, atom 6 (N): -0.066, atom 7 (H): 0.234, atom 8 (H): 0.212

=====

[3]
The ion C6H16N3 with charge +1. Source: the Open Molecules 2025 dataset; level of theory: ωB97M-V/def2-TZVPD.

Summary:
calculated total energy: -402.1130 hartree
SMILES: C/C=[N+](\C)N(C)CNC
LUMO: -3.71 eV
relative energy (zero: lowest compared OMol25 entry of this formula, charge and spin): 2.797 eV
gap between HOMO and LUMO: 9.460 eV
total charge: +1

CARTESIAN COORDINATES (ANGSTROEM)
C (-0.148, 2.105, 1.591)
C (-0.416, 0.778, 0.936)
N (-0.752, 0.717, -0.328)
C (-0.789, 1.844, -1.276)
N (-0.622, -0.401, -1.066)
C (-1.792, -1.226, -1.440)
C (0.563, -1.267, -0.531)
N (1.616, -0.655, 0.285)
C (2.019, -1.700, 1.326)
H (-1.071, 2.467, 2.191)
H (0.131, 2.867, 0.890)
H (0.688, 1.999, 2.426)
H (-0.619, -0.123, 1.545)
H (-0.379, 1.497, -2.234)
H (-1.755, 2.346, -1.438)
H (-0.159, 2.648, -0.905)
H (-2.163, -1.978, -0.573)
H (-2.609, -0.538, -1.801)
H (-1.505, -1.791, -2.376)
H (0.097, -2.003, 0.179)
H (0.969, -1.602, -1.494)
H (2.417, -0.302, -0.271)
H (1.991, -2.636, 0.736)
H (3.100, -1.473, 1.511)
H (1.189, -1.573, 2.117)

Here are the natural (NBO) charges for atoms 1 to 8, given in e: atom 1 (C): -0.706, atom 2 (C): 0.278, atom 3 (N): -0.141, atom 4 (C): -0.438, atom 5 (N): -0.285, atom 6 (C): -0.445, atom 7 (C): -0.083, atom 8 (N): -0.637

=====

[4]
A structure of composition C15H29Cl2N2OPPt. Source: the Open Molecules 2025 dataset; level of theory: ωB97M-V/def2-TZVPD.

Summary:
2S+1: 5
calculated total energy: -2154.5602 hartree
LUMO (spin up / spin down): -0.34 / -3.76 eV
relative energy (zero: lowest compared OMol25 entry of this formula, charge and spin): 0.000 eV
gap between HOMO and LUMO (spin up / spin down): 3.722 / 4.358 eV
expectation value of S²: 6.024
total charge: 0

CARTESIAN COORDINATES (ANGSTROEM)
Pt (0.938, -0.789, 0.689)
Cl (1.099, -1.406, -1.478)
Cl (0.576, 0.027, 2.762)
H (1.590, 0.643, 0.299)
H (-0.543, -1.441, 0.761)
P (-2.582, 2.072, -1.435)
C (-2.875, 0.587, -2.488)
C (-3.039, 2.085, 0.361)
C (-0.944, 2.657, -2.104)
C (-2.503, -0.743, -1.846)
H (-2.201, 0.741, -3.354)
C (-4.325, 0.598, -3.014)
H (-5.044, 0.432, -2.206)
H (-4.467, -0.191, -3.761)
H (-4.562, 1.557, -3.495)
H (-1.433, -0.788, -1.597)
H (-2.701, -1.551, -2.566)
H (-3.096, -0.946, -0.946)
H (-0.547, 1.781, -2.649)
C (0.077, 3.096, -1.063)
C (-1.304, 3.785, -3.089)
H (-1.779, 3.401, -3.997)
H (-0.415, 4.348, -3.378)
H (-2.006, 4.491, -2.627)
H (0.262, 2.310, -0.319)
H (-0.245, 4.022, -0.570)
H (1.030, 3.306, -1.567)
C (-3.350, 0.741, 1.025)
H (-4.010, 2.623, 0.284)
C (-2.142, 2.935, 1.269)
H (-3.961, 0.089, 0.396)
H (-3.942, 0.943, 1.923)
H (-2.437, 0.223, 1.342)
H (-1.234, 2.398, 1.566)
H (-2.698, 3.152, 2.190)
H (-1.883, 3.900, 0.819)
N (6.646, -4.197, 3.420)
C (5.544, -4.689, 2.784)
O (5.370, -5.898, 2.662)
C (4.549, -3.690, 2.252)
C (4.660, -2.292, 2.359)
C (3.612, -1.490, 1.911)
N (2.500, -2.003, 1.329)
C (2.405, -3.343, 1.177)
C (3.395, -4.204, 1.632)
H (7.286, -4.876, 3.795)
H (6.838, -3.218, 3.565)
H (5.530, -1.797, 2.784)
H (3.623, -0.406, 2.022)
H (1.509, -3.714, 0.681)
H (3.232, -5.271, 1.493)

Here are the natural (NBO) charges for atoms 1 to 8, given in e: atom 1 (Pt): 0.790, atom 2 (Cl): -0.517, atom 3 (Cl): -0.504, atom 4 (H): -0.095, atom 5 (H): -0.073, atom 6 (P): 1.372, atom 7 (C): -0.530, atom 8 (C): -0.537

=====

- The highest total charge belongs to which entry?
  C6H16N3